A structure of composition C5H10O in a non-equilibrium geometry. Source: OMol25; level of theory: ωB97M-V/def2-TZVPD.

Geometry (Å):
O1 1.435 -1.155 1.091
C1 1.021 -0.042 0.329
C2 1.749 1.107 -0.135
C3 -0.533 -0.001 0.458
C4 -1.146 0.977 -0.630
C5 -1.120 -1.423 0.227
H1 2.575 1.487 0.522
H2 2.009 1.095 -1.227
H3 2.095 -0.722 0.341
H4 -0.745 0.337 1.493
H5 -0.582 1.859 -0.598
H6 -2.283 1.158 -0.425
H7 -1.013 0.572 -1.717
H8 -2.134 -1.397 -0.076
H9 -0.568 -1.734 -0.786
H10 -0.762 -2.119 1.132

## Properties
LUMO energy	0.02	eV
total charge	0
HOMO energy	-8.48	eV
orbital gap	8.5	eV

Charges obtained by natural (NBO) population analysis, quoted in units of e:
1. O -0.640
2. C 0.326
3. C -0.690
4. C -0.278
5. C -0.616
6. C -0.608
7. H 0.222
8. H 0.244
9. H 0.518
10. H 0.234
11. H 0.225
12. H 0.214
13. H 0.204
14. H 0.214
15. H 0.196
16. H 0.235